(1)
DFT (wB97M-V/def2-TZVPD) results for a molecular structure, C41H38EuN5O5PS3.

```
94
Properties=species:S:1:pos:R:3:forces:R:3
Eu 0.1489 0.5878 -0.6118 -0.1 -0.6 -1.7
O 3.5518 1.8995 3.5546 0.1 -0.2 0.2
C 3.4862 0.5642 3.6008 0.1 0.2 0.0
C 4.4570 -0.1013 4.3558 0.1 0.0 0.0
C 4.4599 -1.4764 4.4320 0.0 0.0 0.0
C 3.4921 -2.2369 3.7663 0.0 0.1 0.0
C 2.5359 -1.5842 3.0193 0.0 0.0 0.0
C 2.5182 -0.1868 2.9189 -0.1 -0.2 0.0
C 1.5057 0.4257 2.0502 0.1 0.1 0.2
O 0.6994 -0.3481 1.4076 0.1 0.1 0.3
N 1.4545 1.7526 1.9934 -0.1 0.0 0.0
N 0.4739 2.1592 1.1189 0.4 0.0 0.8
C -0.0246 3.3146 1.2091 -0.4 0.5 -0.1
C -1.1721 3.6284 0.3229 0.5 0.0 0.4
C -1.7065 4.9021 0.2838 -0.2 0.2 -0.1
C -2.7870 5.1436 -0.5525 0.1 0.1 0.1
C -3.2812 4.1054 -1.3179 0.0 -0.1 -0.1
C -2.6661 2.8654 -1.2265 0.0 0.0 0.0
N -1.6452 2.6227 -0.4160 -0.1 -0.3 0.1
H 2.8495 2.2170 2.9481 -0.1 0.1 -0.1
H 5.2145 0.4970 4.8452 0.0 0.0 0.0
H 5.2325 -1.9706 5.0098 0.0 0.0 0.0
H 3.5002 -3.3177 3.8260 0.0 0.0 0.0
H 1.7790 -2.1399 2.4795 0.0 0.0 0.0
H 0.3312 4.0329 1.9462 -0.1 0.0 0.0
H -1.2709 5.6865 0.8899 0.0 0.0 0.0
H -3.2269 6.1307 -0.6091 0.0 0.0 0.0
H -4.1134 4.2456 -1.9942 0.0 0.0 0.0
H -2.9793 2.0434 -1.8581 0.0 0.0 0.0
N -1.8529 0.5133 2.4523 -0.2 -0.1 -0.1
C -3.0958 -0.0808 2.2982 0.2 0.1 0.1
C -4.1123 0.2122 3.2146 -0.1 0.0 0.0
C -5.3620 -0.3615 3.0950 0.0 0.0 0.0
C -5.6276 -1.2583 2.0664 0.1 0.0 0.0
C -4.6300 -1.5369 1.1472 0.0 0.0 0.0
C -3.3668 -0.9444 1.2225 0.0 -0.1 0.0
P -2.0977 -1.2275 -0.0715 -0.6 -0.4 0.2
C -3.1061 -1.8589 -1.4592 -0.1 0.1 0.0
C -3.9007 -0.9410 -2.1475 0.0 0.0 0.0
C -4.6483 -1.3342 -3.2452 0.0 0.0 0.0
C -4.6121 -2.6588 -3.6708 0.0 0.1 0.0
C -3.8382 -3.5776 -2.9816 0.0 0.0 0.0
C -3.0897 -3.1796 -1.8789 0.0 -0.1 0.0
C -1.1673 -2.6825 0.5462 0.1 0.0 0.0
C -1.3194 -3.1485 1.8485 0.0 0.0 0.0
C -0.4914 -4.1515 2.3416 0.0 0.0 -0.1
C 0.4964 -4.7001 1.5370 0.0 0.0 0.0
C 0.6518 -4.2453 0.2332 0.0 0.0 0.0
C -0.1683 -3.2397 -0.2579 0.0 0.0 0.0
H -1.7234 1.0270 3.3090 0.0 0.0 0.0
H -1.0306 -0.0249 2.2027 0.0 0.0 0.0
H -3.9006 0.8918 4.0333 0.0 0.0 0.0
H -6.1314 -0.1174 3.8184 0.0 0.0 0.0
H -6.5991 -1.7262 1.9773 0.0 0.0 0.0
H -4.8384 -2.2211 0.3347 0.0 0.0 0.0
H -3.9304 0.0931 -1.8234 0.0 0.0 0.0
H -5.2503 -0.6083 -3.7783 0.0 0.0 0.0
H -5.1848 -2.9696 -4.5362 0.0 0.0 0.0
H -3.8038 -4.6100 -3.3066 0.0 0.0 0.0
H -2.4793 -3.9058 -1.3589 0.0 0.0 0.0
H -2.0865 -2.7271 2.4873 0.0 0.0 0.0
H -0.6180 -4.4988 3.3596 0.0 0.0 0.0
H 1.1439 -5.4780 1.9225 0.0 0.0 0.0
H 1.4170 -4.6708 -0.4048 0.0 0.0 0.0
H -0.0321 -2.8937 -1.2780 0.0 0.0 0.0
C -0.3390 2.4707 -5.3220 0.1 0.0 0.1
C -0.1784 1.5477 -4.1209 0.0 0.2 0.0
S 0.4217 2.3571 -2.6565 0.2 -0.1 -0.3
C -0.4348 0.2332 -4.2156 -0.1 -0.3 0.0
C -0.8850 -0.4091 -5.5105 0.0 0.0 0.1
S -0.1880 -0.9328 -2.8968 0.0 0.1 -0.3
H -0.2384 3.5093 -5.0138 0.0 0.0 0.0
H -1.3129 2.3563 -5.8030 0.0 0.0 0.0
H 0.4245 2.2792 -6.0824 0.0 0.0 0.0
H -1.3202 0.3087 -6.2052 0.0 0.0 0.0
H -1.6227 -1.1905 -5.3151 0.0 0.0 0.0
H -0.0396 -0.8882 -6.0163 0.0 0.0 0.0
N 2.4067 -0.6306 -0.9036 0.2 0.3 -0.1
C 3.5676 0.1617 -0.5314 -0.1 -0.3 0.0
C 4.5089 -0.3557 0.3456 0.0 0.0 0.1
C 5.5876 0.4181 0.7495 0.0 0.2 -0.1
C 5.7421 1.7112 0.2602 -0.2 -0.3 -0.2
C 4.8012 2.2165 -0.6316 0.0 0.0 0.1
C 3.7106 1.4499 -1.0247 0.1 0.1 0.0
S 7.1737 2.6926 0.7068 0.0 0.1 0.2
O 6.6418 4.0390 0.8387 0.0 0.1 0.0
O 7.6371 2.0969 1.9503 0.0 -0.1 0.1
O 8.0783 2.5172 -0.4164 0.1 0.0 -0.1
H 2.4454 -1.5209 -0.4174 -0.1 0.0 0.0
H 2.3914 -0.8253 -1.9024 0.0 0.0 0.0
H 4.3768 -1.3568 0.7476 0.0 0.0 0.0
H 6.3137 0.0425 1.4596 0.0 0.0 0.0
H 4.9197 3.2295 -0.9973 0.0 0.0 0.0
H 2.9794 1.8522 -1.7163 0.0 0.0 -0.1
```
Positions in Å, forces in eV/Å.

As for the charge: -1. Its multiplicity is 7. Its HOMO energy (spin up / spin down) is -4.545 / -4.560 eV. The calculation puts the total energy at -4481.59439 Eh.

Mulliken population analysis, charges in e, atoms 1 to 4:
1 Eu 0.1681
2 O -0.7095
3 C 0.6785
4 C -0.6346


(2)
DFT (wB97M-V/def2-TZVPD) results for a molecular structure, C41H38EuN8O2S.

```
91
Properties=species:S:1:pos:R:3:forces:R:3
Eu 0.3710 -1.2734 -1.3490 0.0 -1.4 0.1
C 4.4943 -1.5422 -1.9292 0.1 0.0 0.0
C 3.3271 -1.7584 -1.0206 -0.4 -0.4 0.4
C 2.5449 -2.9313 -1.1195 0.6 -0.2 1.0
C 1.6704 -3.3088 -0.0676 0.8 0.2 0.2
C 1.0863 -4.6929 -0.0444 0.0 0.0 0.0
C 1.4931 -2.4195 1.0115 0.6 -0.2 -0.3
C 2.1898 -1.1939 1.0750 0.2 -0.5 -0.4
C 2.0678 -0.3222 2.2859 0.0 0.0 0.0
C 3.0955 -0.8826 0.0524 -0.1 -0.6 0.1
H 4.3331 -1.9659 -2.9176 0.0 0.0 0.0
H 5.3659 -2.0403 -1.4991 0.0 0.0 0.0
H 4.7444 -0.4886 -2.0195 0.0 0.0 0.0
H 2.8180 -3.6817 -1.8602 -0.2 0.2 -0.1
H 1.8796 -5.4166 0.1501 0.0 0.0 0.0
H 0.6410 -4.9639 -1.0022 -0.1 0.0 0.0
H 0.3471 -4.8084 0.7442 -0.1 0.0 0.0
H 0.9711 -2.7594 1.9019 -0.2 0.1 -0.2
H 2.4001 -0.8644 3.1705 0.0 0.0 0.1
H 1.0335 -0.0248 2.4565 -0.1 0.1 0.0
H 2.6809 0.5686 2.1915 0.0 0.1 0.0
H 3.7268 -0.0090 0.1627 -0.1 0.1 -0.1
C -2.6189 3.4299 -1.6280 -0.4 0.7 0.2
N -2.1872 2.1321 -2.1144 0.5 -0.8 0.5
C -1.8441 1.0330 -1.4457 0.2 -0.8 -0.5
N -1.4626 0.0764 -2.3119 -1.0 0.8 -0.2
C -1.6345 0.6876 -3.5273 0.0 -0.2 0.8
N -2.0538 1.9136 -3.4142 -0.2 0.7 -1.3
C -2.1520 3.6728 -0.2164 -0.1 0.0 0.0
C -1.1825 4.6148 0.1050 -0.1 -0.1 0.0
C -0.8133 4.8122 1.4292 0.0 0.0 0.0
C -1.3585 4.0444 2.4408 -0.1 -0.2 0.0
C -2.3090 3.0797 2.1191 0.0 -0.1 -0.5
C -2.7250 2.9233 0.8000 0.1 0.2 0.2
C -2.8777 2.1883 3.1070 -0.1 -0.3 0.8
N -3.0817 2.3602 4.3739 0.8 1.7 -1.0
N -3.6391 1.2528 4.8482 -0.8 -1.9 0.5
C -3.7535 0.4106 3.8663 0.2 0.8 0.4
O -3.2752 0.9457 2.7106 -0.1 0.0 0.0
C -4.2507 -0.9447 3.8887 -0.2 -0.5 -0.2
C -5.0622 -1.3928 4.9258 0.2 0.1 -0.2
C -5.5353 -2.6934 4.8981 0.1 0.0 0.0
C -5.1667 -3.5509 3.8763 0.1 0.1 0.0
C -4.3305 -3.1152 2.8515 0.0 0.0 -0.1
C -3.9399 -4.1142 1.7754 -0.6 -0.3 0.6
N -3.1163 -3.5447 0.7445 1.0 0.4 0.1
C -1.9030 -3.0107 0.8459 0.4 0.2 -0.7
N -1.5260 -2.4967 -0.3391 -1.0 -0.6 0.8
C -2.6174 -2.7698 -1.1329 0.5 0.1 0.5
N -3.5623 -3.3869 -0.4913 -1.2 -0.3 -0.9
C -3.8946 -1.8041 2.8479 -0.1 0.1 0.1
H -3.7143 3.4642 -1.6784 0.2 0.0 0.0
H -2.2369 4.1743 -2.3297 0.0 -0.1 0.1
H -1.8791 0.9213 -0.3724 0.1 0.1 -0.1
H -1.4763 0.2144 -4.4802 0.1 0.0 -0.1
H -0.7399 5.2213 -0.6689 0.1 0.1 -0.1
H -0.0930 5.5746 1.6742 0.1 0.1 0.0
H -1.0674 4.1780 3.4707 0.0 0.0 0.1
H -3.5331 2.2389 0.5798 0.0 -0.1 0.0
H -5.3151 -0.7156 5.7242 -0.1 0.1 0.1
H -6.1917 -3.0459 5.6775 0.0 0.0 0.1
H -5.5309 -4.5666 3.8743 -0.1 -0.2 0.0
H -4.8395 -4.4891 1.2805 0.2 0.0 0.0
H -3.4165 -4.9586 2.2363 -0.1 0.1 -0.2
H -1.3307 -2.9993 1.7542 0.1 0.0 0.1
H -2.7047 -2.5004 -2.1728 0.0 0.0 0.0
H -3.2778 -1.4104 2.0485 -0.1 0.0 0.1
O 1.0354 0.7879 -1.2789 0.6 2.6 -0.6
S 1.6614 1.8622 -2.2043 0.3 -1.1 0.6
C 2.5864 0.7751 -3.3610 -0.1 0.2 -0.1
C 3.8351 1.0494 -3.8978 -0.1 0.1 0.0
C 4.3526 0.2544 -4.9142 -0.2 -0.1 0.0
C 3.6310 -0.8232 -5.4005 0.0 0.1 0.1
C 2.3876 -1.1191 -4.8577 -0.1 0.2 0.1
C 1.8598 -0.3231 -3.8453 -0.6 0.3 -0.2
C 2.8253 2.6446 -1.0539 -0.1 0.0 -0.1
C 2.3812 2.6381 0.2640 -0.3 -0.1 0.0
C 3.1130 3.2853 1.2434 0.1 0.1 -0.1
C 4.2909 3.9350 0.9101 0.0 0.0 0.0
C 4.7057 3.9758 -0.4097 0.0 0.0 -0.1
C 3.9620 3.3563 -1.4052 0.0 0.1 -0.1
H 4.4215 1.8830 -3.5570 0.0 0.1 0.1
H 5.3162 0.4913 -5.3388 0.1 0.0 0.0
H 4.0206 -1.4074 -6.2194 0.0 -0.1 0.0
H 1.8073 -1.9373 -5.2628 0.0 0.0 0.0
H 0.7900 -0.4595 -3.5848 0.8 0.2 -0.3
H 1.4518 2.1462 0.5145 0.0 0.0 0.0
H 2.7581 3.3006 2.2618 -0.1 -0.1 0.1
H 4.8691 4.4261 1.6769 0.1 0.1 0.0
H 5.6055 4.5098 -0.6736 0.1 0.0 -0.1
H 4.2715 3.4737 -2.4297 0.0 0.0 -0.1
```
Positions in Å, forces in eV/Å.

As for the charge: +2. Its multiplicity is 8. Its HOMO energy (spin up / spin down) is -12.808 / -12.808 eV. The calculation puts the total energy at -3281.76633 Eh.

Mulliken population analysis, charges in e, atoms 1 to 4:
1 Eu 0.9061
2 C -1.7995
3 C 0.8822
4 C -1.2228